(1)
DFT (wB97M-V/def2-TZVPD) results for one molecule with the formula C2H6FNOS.

Output
Net charge   0
Largest force on an atom   0.0823 hartree/bohr
HOMO level (spin up / spin down)   -0.2127 / -0.3694 hartree
Multiplicity   3
⟨S²⟩   2.0056
E_tot   -707.667595 Ha

Atoms and positions in Å:
C 1.025 -0.291 -0.541
C -0.996 0.591 0.704
N 0.422 0.102 0.759
O -1.743 -0.380 0.045
F 1.142 -1.426 2.740
S 1.343 0.138 2.044
H 1.773 0.377 -0.834
H 1.623 -1.155 -0.295
H 0.290 -0.604 -1.342
H -1.458 -1.272 0.421
H -1.347 0.882 1.622
H -1.055 1.346 -0.051

(2)
DFT (wB97M-V/def2-TZVPD) results for a 2-piece molecular cluster, C15H29BrNO4S overall.

Output
Net charge   0
Largest force on an atom   0.0195 hartree/bohr
HOMO level (spin up / spin down)   -0.3084 / -0.3246 hartree
Multiplicity   2
⟨S²⟩   0.7540
E_tot   -3916.815550 Ha

Atoms and positions in Å:
C 4.988 -2.355 1.721
C 5.121 -2.591 0.214
S 3.997 -3.805 -0.501
C 2.382 -3.316 0.120
C 1.602 -2.196 -0.581
Br 1.477 -2.624 -2.487
C 0.183 -2.194 0.011
C -0.481 -0.826 0.233
C -1.973 -0.976 -0.062
C -0.305 -0.373 1.685
N 0.071 0.186 -0.701
O -0.607 1.259 -0.788
C 1.542 0.413 -0.749
C 1.864 0.889 -2.173
C 1.961 1.515 0.220
C 2.327 -0.870 -0.416
H 4.517 -3.199 2.220
H 4.435 -1.444 1.943
H 5.975 -2.234 2.165
H 5.066 -1.644 -0.323
H 6.109 -2.997 0.003
H 1.790 -4.231 0.077
H 2.470 -3.049 1.175
H -0.447 -2.789 -0.645
H 0.206 -2.702 0.976
H -2.520 -0.076 0.206
H -2.367 -1.802 0.526
H -2.129 -1.175 -1.121
H -0.948 -0.987 2.313
H -0.607 0.666 1.809
H 0.721 -0.495 2.031
H 2.943 0.998 -2.275
H 1.419 1.868 -2.336
H 1.494 0.186 -2.913
H 1.858 1.208 1.260
H 1.405 2.430 0.048
H 3.020 1.718 0.053
H 3.189 -0.893 -1.081
H 2.708 -0.819 0.606
C -7.046 4.516 0.815
O -6.091 4.405 -0.242
C -5.370 3.283 -0.212
O -5.473 2.408 0.608
O -4.527 3.301 -1.237
C -3.685 2.144 -1.324
H -7.549 5.465 0.660
H -7.766 3.701 0.768
H -6.550 4.510 1.783
H -4.288 1.246 -1.453
H -3.063 2.053 -0.439
H -3.050 2.295 -2.191

(3)
DFT (wB97M-V/def2-TZVPD) results for a 12-piece molecular cluster, C4H30O11 overall.

Output
Net charge   0
Largest force on an atom   0.1460 hartree/bohr
HOMO level   -0.3328 hartree
E_tot   -997.878780 Ha
SMILES   C=CCC.O.O.O.O.O.O.O.O.O.O.O

Atoms and positions in Å:
C -2.285 2.005 -0.598
C -2.565 0.921 0.094
C -1.499 -0.094 0.473
C -1.857 -0.231 2.060
H -2.864 2.794 -0.995
H -1.403 2.070 -1.112
H -3.506 0.758 0.505
H -1.659 -1.034 -0.039
H -0.547 0.187 0.207
H -2.905 -0.371 2.282
H -1.092 -0.995 2.227
H -1.897 0.777 2.530
O -0.002 3.992 -1.694
H 0.701 3.452 -1.139
H -0.634 3.911 -0.975
O 1.292 0.242 2.735
H 0.556 -0.401 2.996
H 2.199 -0.161 2.784
O 1.230 -0.482 -2.783
H 1.484 0.047 -2.065
H 1.866 -0.567 -3.507
O -0.374 2.442 -3.918
H -0.503 2.895 -3.081
H -1.026 1.658 -3.810
O -1.564 -0.252 -2.573
H -0.625 -0.197 -2.176
H -1.574 -1.194 -2.665
O 1.681 1.725 -0.475
H 2.401 2.277 -0.103
H 1.734 1.060 0.187
O 0.973 2.781 2.173
H 1.413 3.052 3.123
H 0.923 1.915 2.362
O 3.243 -2.402 1.039
H 2.913 -2.077 0.248
H 2.427 -2.914 1.392
O 0.307 -3.533 0.732
H 0.351 -4.492 1.028
H -0.183 -3.484 -0.090
O 0.177 -3.009 -1.939
H 0.747 -2.314 -2.290
H 0.668 -3.746 -2.231
O 0.500 -2.144 2.988
H 0.126 -2.623 2.233
H 0.655 -2.244 3.860